No. 1
C27H37F3InN3O4S6Si | the ωB97M-V functional and the def2-TZVPD basis

Values from the calculation:
* HOMO-LUMO gap: 8.4 eV
* energy relative to the best compared isomer or geometry (same formula, charge and spin): 86.9 kJ/mol

ORCA input file:
```
! RIJCOSX wB97M-V def2-TZVPD def2/J DEFGRID3
* xyz 0 1
In -0.40 -0.18 -0.12
C 1.86 -2.20 -3.01
C 3.12 -2.44 -2.20
S 2.94 -2.09 -0.41
C 4.43 -1.07 -0.13
C 4.43 0.31 -0.77
S 2.83 1.20 -0.55
C 2.45 1.70 -2.25
C 2.30 0.58 -3.25
S 0.98 -0.61 -2.76
H 1.10 -2.94 -2.74
H 2.09 -2.28 -4.08
H 3.95 -1.83 -2.55
H 3.40 -3.50 -2.29
H 5.31 -1.64 -0.45
H 4.45 -0.97 0.96
H 4.63 0.26 -1.84
H 5.20 0.93 -0.31
H 3.20 2.42 -2.58
H 1.49 2.20 -2.13
H 3.22 0.03 -3.39
H 2.00 1.00 -4.22
S 0.52 3.89 2.24
C -1.08 4.40 1.79
C -1.61 5.68 1.72
C -2.93 5.81 1.36
C -3.73 4.70 1.10
C -3.21 3.42 1.17
C -1.86 3.26 1.50
N -1.20 2.08 1.63
C 0.01 2.23 2.03
C 0.85 1.12 2.44
C 1.66 1.28 3.56
C 2.34 0.20 4.08
C 2.20 -1.05 3.50
C 1.42 -1.20 2.36
C 0.76 -0.12 1.82
H -1.00 6.54 1.93
H -3.37 6.80 1.29
H -4.76 4.84 0.83
H -3.82 2.55 0.99
H 1.73 2.25 4.03
H 2.95 0.32 4.97
H 2.71 -1.91 3.91
H 1.32 -2.18 1.90
C -2.77 -0.25 2.83
N -3.41 -1.31 2.12
C -3.94 -2.45 2.83
C -4.33 -3.41 1.70
N -4.29 -2.53 0.54
C -3.53 -1.45 0.81
S -3.02 -0.40 -0.41
H -1.94 -0.63 3.43
H -3.49 0.23 3.48
H -2.38 0.48 2.11
H -4.80 -2.15 3.44
H -3.18 -2.88 3.48
H -5.33 -3.84 1.82
H -3.59 -4.21 1.60
H -4.31 -2.91 -0.39
C -0.63 2.33 -3.99
Si -1.27 2.57 -2.19
C -0.90 4.40 -1.74
C -3.16 2.32 -2.25
O -0.48 1.66 -1.13
H -1.34 2.72 -4.71
H -0.48 1.28 -4.21
H 0.30 2.86 -4.16
H -1.57 5.06 -2.28
H 0.12 4.67 -2.00
H -1.04 4.58 -0.69
H -3.66 3.11 -2.79
H -3.58 2.30 -1.25
H -3.41 1.37 -2.72
F -0.71 -5.18 -1.63
C -1.42 -4.62 -0.65
F -1.70 -5.57 0.25
F -2.59 -4.24 -1.18
S -0.48 -3.16 0.06
O -1.29 -2.66 1.13
O 0.77 -3.72 0.42
O -0.50 -2.29 -1.11
*
```


No. 2
C27H37InN3O4P2S | the ωB97M-V functional and the def2-TZVPD basis

Values from the calculation:
* HOMO-LUMO gap: 6.9 eV

ORCA input file:
```
! RIJCOSX wB97M-V def2-TZVPD def2/J DEFGRID3
* xyz 1 1
In 0.79 -0.93 -0.86
C 5.96 -2.55 -4.92
C 5.17 -2.58 -3.64
C 5.50 -1.73 -2.58
C 4.77 -1.74 -1.41
C 3.70 -2.60 -1.28
C 3.35 -3.46 -2.31
C 4.09 -3.44 -3.48
S 2.79 -2.70 0.24
O 1.42 -3.10 -0.19
O 3.41 -3.60 1.17
N 2.73 -1.18 0.68
C 2.69 -0.95 2.11
C 1.40 -0.32 2.54
O 1.31 0.99 2.03
O 0.55 -0.73 3.25
H 5.57 -1.77 -5.58
H 5.90 -3.50 -5.44
H 7.01 -2.32 -4.73
H 6.34 -1.06 -2.68
H 5.03 -1.08 -0.59
H 2.52 -4.14 -2.20
H 3.83 -4.12 -4.29
H 3.48 -0.23 2.38
H 2.83 -1.84 2.71
C -2.42 -1.51 2.73
P -1.62 -1.46 1.06
C -2.18 0.28 0.70
N -3.36 0.42 0.15
C -3.90 1.65 -0.05
C -5.16 1.77 -0.66
C -5.70 3.02 -0.82
C -5.02 4.18 -0.38
C -3.79 4.08 0.21
C -3.21 2.81 0.38
N -1.99 2.67 0.93
C -1.46 1.47 1.06
P 0.13 2.02 1.75
C -0.24 2.71 3.36
C 0.94 3.26 0.64
C 0.62 3.01 -0.83
C 2.46 3.17 0.84
C 0.48 4.67 1.05
C -2.70 -2.59 0.04
C -4.18 -2.61 0.42
C -2.52 -2.29 -1.45
C -2.09 -3.97 0.33
H -3.42 -1.09 2.69
H -1.80 -0.97 3.44
H -2.48 -2.55 3.06
H -5.68 0.87 -0.97
H -6.68 3.12 -1.28
H -5.48 5.14 -0.52
H -3.25 4.96 0.54
H -0.99 3.49 3.30
H 0.69 3.11 3.78
H -0.58 1.90 4.00
H 1.13 2.13 -1.21
H 0.98 3.87 -1.40
H -0.44 2.92 -1.04
H 2.86 2.21 0.52
H 2.75 3.34 1.88
H 2.92 3.95 0.24
H -0.59 4.81 0.92
H 1.00 5.38 0.41
H 0.75 4.91 2.08
H -4.66 -1.65 0.26
H -4.33 -2.91 1.45
H -4.68 -3.35 -0.21
H -2.77 -1.26 -1.70
H -3.17 -2.95 -2.02
H -1.50 -2.49 -1.78
H -2.23 -4.27 1.37
H -1.02 -4.01 0.11
H -2.60 -4.72 -0.29
*
```


No. 3
C27H38Cl2OP2W | the ωB97M-V functional and the def2-TZVPD basis

Values from the calculation:
* HOMO-LUMO gap (alpha / beta): 7.2 / 7.1 eV
* <S²>: 2.010

ORCA input file:
```
! RIJCOSX wB97M-V def2-TZVPD def2/J DEFGRID3
* xyz 0 3
W -1.32 2.05 0.09
Cl -3.06 0.57 0.59
Cl -0.60 1.67 -2.03
H 0.15 1.27 0.92
H -0.67 0.64 0.86
P -1.12 4.41 0.44
C -1.26 5.06 2.23
C -0.25 5.99 -0.40
C -2.88 4.61 -0.19
C -0.16 4.56 3.16
H -2.25 4.68 2.54
C -1.28 6.58 2.34
H -0.32 7.02 2.06
H -1.46 6.87 3.38
H -2.02 7.08 1.72
H -0.05 3.47 3.25
H -0.32 4.94 4.18
H 0.81 4.97 2.85
H -3.48 4.13 0.60
C -3.12 3.89 -1.52
C -3.34 6.07 -0.23
H -3.48 6.48 0.77
H -4.28 6.14 -0.77
H -2.64 6.73 -0.74
H -2.90 2.81 -1.53
H -2.53 4.33 -2.32
H -4.19 3.97 -1.80
C 1.21 6.20 0.02
H -0.83 6.86 -0.05
C -0.34 5.94 -1.93
H 1.34 6.43 1.08
H 1.69 7.02 -0.54
H 1.83 5.33 -0.20
H 0.00 4.97 -2.31
H 0.31 6.68 -2.41
H -1.35 6.12 -2.31
O 1.80 -2.44 0.01
P 1.47 -3.90 -0.15
C 0.19 -4.49 0.99
C -1.11 -3.97 0.90
C -2.08 -4.49 1.76
C -1.73 -5.53 2.65
C -0.44 -6.07 2.69
C 0.53 -5.55 1.83
C 0.85 -4.38 -1.79
C 0.46 -5.71 -2.05
C -0.08 -6.03 -3.29
C -0.23 -5.01 -4.24
C 0.17 -3.70 -3.98
C 0.74 -3.36 -2.75
C 2.94 -4.97 0.04
C 3.67 -4.67 1.21
C 4.90 -5.31 1.44
C 5.38 -6.21 0.47
C 4.75 -6.33 -0.79
C 3.54 -5.67 -1.03
H -1.34 -3.24 0.12
H -3.09 -4.11 1.69
H -2.50 -5.94 3.29
H -0.21 -6.94 3.31
H 1.52 -6.00 1.76
H 0.61 -6.48 -1.27
H -0.35 -7.06 -3.50
H -0.63 -5.25 -5.21
H 0.09 -2.93 -4.74
H 1.12 -2.36 -2.52
H 3.29 -3.90 1.90
H 5.42 -5.09 2.38
H 6.26 -6.83 0.70
H 5.17 -6.95 -1.59
H 3.09 -5.65 -2.03
*
```


No. 4
C27H38ClGeN4RuS | the ωB97M-V functional and the def2-TZVPD basis

Values from the calculation:
* HOMO-LUMO gap (alpha / beta): 6.6 / 7.7 eV
* <S²>: 0.761
* energy relative to the best compared isomer or geometry (same formula, charge and spin): 13.5 kJ/mol

ORCA input file:
```
! RIJCOSX wB97M-V def2-TZVPD def2/J DEFGRID3
* xyz 0 2
Ru -0.79 2.00 0.27
N 0.08 3.75 1.23
C 0.45 4.83 0.30
C -0.76 5.38 -0.45
C -1.31 4.45 -1.53
N -1.92 3.26 -0.93
H -0.52 4.11 1.97
H 0.93 3.40 1.66
H 1.17 4.40 -0.40
H 0.95 5.65 0.83
H -0.47 6.32 -0.93
H -1.56 5.62 0.25
H -0.51 4.12 -2.19
H -2.05 4.99 -2.13
H -2.34 2.66 -1.65
H -2.68 3.52 -0.30
C 0.95 1.73 -0.65
Ge 1.88 0.10 -0.22
C 1.37 -0.45 1.60
C 1.85 -1.61 2.22
C 1.42 -1.97 3.48
C 0.48 -1.21 4.16
C -0.03 -0.06 3.56
C 0.44 0.31 2.31
C 1.45 -1.43 -1.40
C 1.81 -1.36 -2.74
C 1.47 -2.37 -3.63
C 0.76 -3.48 -3.18
C 0.39 -3.56 -1.84
C 0.73 -2.54 -0.96
C 3.83 0.28 -0.32
C 4.65 -0.83 -0.54
C 6.03 -0.71 -0.58
C 6.62 0.54 -0.41
C 5.83 1.66 -0.21
C 4.44 1.53 -0.17
H 1.38 2.25 -1.51
H 2.58 -2.22 1.71
H 1.82 -2.87 3.95
H 0.14 -1.50 5.14
H -0.76 0.56 4.07
H 0.14 1.30 1.95
H 2.37 -0.51 -3.11
H 1.76 -2.30 -4.67
H 0.50 -4.27 -3.87
H -0.16 -4.42 -1.48
H 0.42 -2.61 0.07
H 4.20 -1.81 -0.69
H 6.65 -1.58 -0.74
H 7.70 0.64 -0.45
H 6.28 2.63 -0.09
H 3.83 2.41 -0.01
C -5.19 -2.18 -1.69
C -3.94 -2.91 -1.23
N -2.77 -2.04 -1.15
C -2.58 -0.95 -0.38
S -1.57 0.25 -1.09
N -3.12 -0.80 0.82
C -3.73 -1.80 1.69
C -2.73 -2.86 2.16
H -6.02 -2.88 -1.80
H -5.02 -1.70 -2.66
H -5.48 -1.40 -0.98
H -3.68 -3.70 -1.93
H -4.11 -3.40 -0.27
H -2.20 -2.01 -1.98
H -2.95 0.11 1.24
H -4.59 -2.26 1.21
H -4.11 -1.24 2.54
H -2.26 -3.37 1.32
H -3.23 -3.60 2.78
H -1.94 -2.39 2.74
Cl -2.71 2.42 1.93
*
```